Record 1
Computed, not measured: a molecular structure, C23H27AuF9O6PS2, with ωB97M-V/def2-TZVPD.

Cartesian coordinates (Å):
Au -1.15 -1.03 1.41
O 1.86 -0.86 0.49
S 2.74 0.34 0.57
C 2.14 1.58 -0.63
C 1.46 0.97 -1.85
C -0.02 0.63 -1.63
C -0.86 1.90 -1.39
S -1.50 2.02 0.34
O -0.60 1.18 1.22
C -0.96 3.69 0.66
C 0.05 3.92 1.58
C 0.43 5.23 1.84
C -0.18 6.28 1.18
C -1.20 6.03 0.26
C -1.60 4.73 0.00
C 4.24 -0.12 -0.30
C 4.29 -1.37 -0.89
C 5.45 -1.75 -1.55
C 6.54 -0.90 -1.60
C 6.48 0.34 -0.98
C 5.33 0.74 -0.32
H 3.03 2.15 -0.90
H 1.47 2.23 -0.07
H 2.01 0.08 -2.18
H 1.54 1.70 -2.67
H -0.12 -0.06 -0.80
H -0.42 0.12 -2.51
H -1.75 1.93 -2.00
H -0.27 2.79 -1.58
H 0.50 3.09 2.10
H 1.22 5.43 2.56
H 0.12 7.30 1.38
H -1.69 6.85 -0.24
H -2.40 4.53 -0.69
H 3.43 -2.02 -0.82
H 5.51 -2.73 -2.02
H 7.45 -1.21 -2.11
H 7.34 1.00 -1.01
H 5.28 1.70 0.17
F -4.10 -2.45 0.86
C -4.58 -1.21 0.78
F -4.26 -0.60 1.94
F -5.92 -1.29 0.73
C -3.95 -0.44 -0.42
O -2.63 -0.28 -0.27
C -4.23 -1.25 -1.74
F -5.53 -1.50 -1.98
F -3.75 -0.58 -2.80
F -3.60 -2.43 -1.71
C -4.68 0.94 -0.55
F -4.65 1.62 0.60
F -4.07 1.71 -1.47
F -5.97 0.85 -0.92
C -1.48 -5.57 1.86
O -1.66 -4.15 1.89
P -0.47 -3.15 1.54
O 0.14 -3.69 0.17
C -0.56 -3.45 -1.05
O 0.71 -3.60 2.52
C 1.49 -2.66 3.25
H -2.47 -6.01 1.74
H -1.04 -5.91 2.80
H -0.84 -5.87 1.03
H -1.35 -4.19 -1.19
H 0.17 -3.53 -1.85
H -1.01 -2.45 -1.06
H 1.51 -2.99 4.29
H 1.06 -1.66 3.18
H 2.50 -2.65 2.84

Properties
maximum force: 0.48 eV/Å
total energy: -95684.560 eV
ΔE to the lowest compared entry with this formula, charge and spin: 14.5 kcal per mole
HOMO level: -8.46 eV
HOMO-LUMO gap: 8.853 eV

Record 2
Computed, not measured: 7 unconnected molecules or ions with the total composition C23H27Cl2F6O24P, with ωB97M-V/def2-TZVPD.

Cartesian coordinates (Å):
C 3.82 2.45 -2.66
C 3.08 1.12 -2.58
Cl 2.06 0.98 -1.12
C 2.27 0.83 -3.88
Cl 3.10 -0.50 -4.75
O 0.96 0.52 -3.60
C 0.03 0.95 -4.49
O 0.21 0.96 -5.70
O -1.14 1.27 -3.95
C -1.12 1.71 -2.59
P -0.70 3.47 -2.36
O -1.10 3.88 -1.02
O -1.38 4.33 -3.53
O 0.90 3.64 -2.56
H 3.35 3.14 -3.35
H 3.89 2.89 -1.67
H 4.84 2.29 -2.99
H 3.84 0.36 -2.48
H 2.37 1.69 -4.52
H -2.14 1.63 -2.23
H -0.51 1.09 -1.95
H -0.81 5.09 -3.69
H 1.06 3.91 -3.48
C 2.06 5.31 1.56
C 1.89 5.42 0.07
O 3.23 5.57 -0.38
C 4.03 4.94 0.53
O 5.15 4.64 0.34
O 3.35 4.68 1.67
F 1.18 6.53 -0.28
H 2.10 6.29 2.05
H 1.30 4.70 2.03
H 1.45 4.55 -0.40
C -3.30 -2.42 -4.27
C -4.18 -2.82 -3.11
O -3.31 -2.69 -2.00
C -2.39 -1.73 -2.33
O -1.69 -1.19 -1.55
O -2.42 -1.48 -3.65
F -4.59 -4.11 -3.21
H -2.72 -3.27 -4.65
H -3.84 -1.97 -5.09
H -5.05 -2.18 -2.96
C 5.25 0.17 3.47
C 5.57 1.13 2.36
O 4.29 1.62 1.99
C 3.53 1.56 3.12
O 2.50 2.12 3.27
O 4.10 0.77 4.07
F 6.12 0.49 1.29
H 4.99 -0.82 3.10
H 6.06 0.08 4.20
H 6.22 1.96 2.64
C 2.77 0.15 8.49
C 3.25 -1.25 8.18
O 4.14 -1.03 7.09
C 4.64 0.22 7.24
O 5.60 0.63 6.68
O 3.91 0.94 8.13
F 2.23 -2.05 7.77
H 1.92 0.43 7.87
H 2.51 0.29 9.53
H 3.78 -1.74 8.99
C -5.05 -8.37 -2.87
C -5.69 -7.05 -3.24
O -7.04 -7.24 -2.86
C -7.04 -8.15 -1.83
O -7.96 -8.35 -1.12
O -5.84 -8.77 -1.75
F -5.63 -6.81 -4.57
H -5.15 -9.10 -3.67
H -4.00 -8.27 -2.60
H -5.29 -6.19 -2.70
C -3.59 -0.94 1.25
C -4.23 0.37 0.88
O -5.58 0.16 1.26
C -5.57 -0.73 2.30
O -6.48 -0.93 3.02
O -4.36 -1.35 2.38
F -4.18 0.60 -0.46
H -3.68 -1.68 0.45
H -2.54 -0.84 1.51
H -3.84 1.24 1.40

Properties
maximum force: 2.67 eV/Å
total energy: -124070.689 eV
SMILES string: C[C@@H](Cl)[C@@H](Cl)OC(=O)OCP(=O)(O)O.O=C1OC[C@@H](F)O1.O=C1OC[C@@H](F)O1.O=C1OC[C@@H](F)O1.O=C1OC[C@@H](F)O1.O=C1OC[C@@H](F)O1.O=C1OC[C@@H](F)O1
HOMO level: -10.95 eV
HOMO-LUMO gap: 10.810 eV

Record 3
Computed, not measured: a molecular structure, C23H27ClF6N6O7S3W, with ωB97M-V/def2-TZVPD.

Cartesian coordinates (Å):
W -0.02 -0.04 0.28
C -1.02 2.32 2.64
C 0.49 2.23 2.70
N 0.90 0.84 2.53
C 0.90 0.03 3.75
C -0.46 -0.47 4.25
S -1.56 -1.18 2.99
C -2.94 -0.01 2.90
C -2.90 1.06 1.79
N -1.55 1.56 1.50
H -1.45 1.89 3.55
H -1.34 3.36 2.61
H 0.92 2.80 1.88
H 0.85 2.66 3.65
H 1.84 0.84 2.15
H 1.54 -0.83 3.56
H 1.35 0.59 4.57
H -0.26 -1.27 4.95
H -1.00 0.29 4.81
H -3.82 -0.63 2.74
H -3.07 0.44 3.89
H -3.31 0.63 0.88
H -3.55 1.89 2.11
H -1.61 2.18 0.69
F 1.85 -4.47 0.96
C 2.83 -4.02 1.71
F 2.42 -3.85 2.95
F 3.86 -4.84 1.67
S 3.36 -2.32 1.07
O 0.94 -1.32 0.87
O 4.37 -1.87 2.01
N 3.81 -2.55 -0.38
S 3.15 -1.96 -1.74
O 2.45 -0.74 -1.45
O 4.10 -2.04 -2.78
C 1.93 -3.29 -2.19
F 0.88 -3.34 -1.39
F 2.55 -4.46 -2.16
F 1.52 -3.04 -3.43
Cl -5.31 -4.03 -5.01
C -4.25 -3.22 -3.92
C -4.67 -3.00 -2.61
C -3.83 -2.35 -1.73
C -2.57 -1.93 -2.16
C -2.16 -2.16 -3.47
C -3.00 -2.81 -4.36
C -1.68 -1.24 -1.24
O -0.50 -0.89 -1.58
O -2.01 -0.94 -0.04
H -5.65 -3.34 -2.29
H -4.13 -2.18 -0.71
H -1.18 -1.83 -3.79
H -2.70 -3.00 -5.38
O 0.83 1.57 -0.06
N 2.76 2.12 -0.46
C 2.67 3.41 -0.75
C 3.74 4.26 -0.52
C 4.89 3.74 0.04
C 4.96 2.39 0.35
C 3.85 1.60 0.08
H 1.72 3.74 -1.16
H 3.66 5.31 -0.78
H 5.74 4.39 0.24
H 5.84 1.95 0.78
H 3.84 0.53 0.26
N -2.92 1.93 -1.66
C -3.11 2.59 -2.83
C -1.87 2.76 -3.39
C -0.98 2.16 -2.48
N -1.63 1.66 -1.43
H -3.63 1.59 -1.04
H -4.09 2.88 -3.16
H -1.63 3.24 -4.32
H 0.09 2.06 -2.53

Properties
maximum force: 1.81 eV/Å
2S+1: 4
total energy: -110712.338 eV
ΔE to the lowest compared entry with this formula, charge and spin: 81.4 kcal per mole
<S²>: 3.77
HOMO level (alpha / beta): -9.89 / -11.37 eV
charge: +1
HOMO-LUMO gap (alpha / beta): 7.290 / 6.115 eV

Record 4
Computed, not measured: a molecular structure, C23H27CoN13OS3, with ωB97M-V/def2-TZVPD.

Cartesian coordinates (Å):
Co 0.14 -1.76 -0.23
C -2.17 1.63 1.04
C -0.96 0.75 0.82
N -0.95 -0.08 -0.16
N -2.02 0.09 -1.04
C -2.22 -0.89 -1.86
S -1.42 -2.38 -1.98
S -3.57 -0.64 -3.03
C -4.64 0.47 -2.08
C -5.56 -0.23 -1.10
C -5.10 -1.24 -0.26
C -5.97 -1.88 0.62
C -7.31 -1.52 0.67
C -7.78 -0.51 -0.15
C -6.91 0.13 -1.03
C 0.18 0.91 1.73
C 0.24 2.06 2.54
C 1.25 2.27 3.46
C 2.23 1.28 3.64
C 2.21 0.16 2.86
C 1.24 -0.05 1.82
O 1.39 -1.04 1.05
H -3.06 1.08 0.77
H -2.13 2.52 0.42
H -2.25 1.92 2.09
H -5.22 1.02 -2.81
H -3.96 1.15 -1.57
H -4.06 -1.55 -0.29
H -5.59 -2.67 1.26
H -7.99 -2.03 1.35
H -8.82 -0.21 -0.12
H -7.28 0.92 -1.68
H -0.52 2.82 2.43
H 1.26 3.19 4.05
H 3.00 1.41 4.38
H 2.97 -0.62 2.97
N 0.78 -5.00 -0.50
C 0.01 -4.64 0.60
N -0.40 -5.52 1.51
N -1.13 -4.78 2.38
N -1.14 -3.54 2.01
N -0.43 -3.42 0.86
C 1.63 -4.15 -1.19
N 2.63 -4.60 -1.93
N 3.20 -3.47 -2.43
N 2.57 -2.42 -1.99
N 1.56 -2.83 -1.20
H 1.06 -5.97 -0.50
C 4.59 1.20 -3.54
C 4.42 0.42 -2.24
N 4.23 1.29 -1.07
C 3.02 1.80 -0.72
S 1.65 1.78 -1.67
N 3.01 2.33 0.54
C 4.12 3.07 1.12
C 4.30 4.46 0.51
H 4.79 0.50 -4.36
H 5.43 1.91 -3.47
H 3.68 1.76 -3.77
H 5.31 -0.16 -2.05
H 3.58 -0.26 -2.33
H 4.79 1.04 -0.28
H 2.09 2.64 0.81
H 5.05 2.51 1.01
H 3.92 3.15 2.19
H 4.52 4.37 -0.55
H 5.11 5.00 1.01
H 3.38 5.04 0.62

Properties
maximum force: 1.27 eV/Å
2S+1: 2
total energy: -115842.945 eV
ΔE to the lowest compared entry with this formula, charge and spin: 35.6 kcal per mole
<S²>: 0.79
HOMO level (alpha / beta): -2.07 / -2.12 eV
charge: -2
HOMO-LUMO gap (alpha / beta): 6.275 / 6.318 eV

Record 5
Computed, not measured: a molecular structure, C23H27CrN2O6, with ωB97M-V/def2-TZVPD.

Cartesian coordinates (Å):
Cr -0.29 -0.40 -0.23
O 1.30 -0.97 0.72
C 1.86 -2.15 0.65
C 2.83 -2.48 1.62
C 3.49 -3.68 1.58
C 3.23 -4.63 0.59
C 2.29 -4.33 -0.37
C 1.59 -3.11 -0.36
C 0.63 -2.91 -1.41
N -0.20 -1.94 -1.51
C -1.14 -1.91 -2.63
C -1.77 -0.53 -2.70
N -2.04 -0.16 -1.33
C -3.23 -0.06 -0.90
C -3.55 0.00 0.51
C -4.80 0.47 0.93
C -5.13 0.49 2.27
C -4.21 -0.01 3.20
C -2.99 -0.51 2.80
C -2.62 -0.51 1.44
O -1.46 -1.02 1.10
H 3.04 -1.74 2.38
H 4.23 -3.90 2.34
H 3.76 -5.57 0.57
H 2.08 -5.05 -1.16
H 0.60 -3.69 -2.18
H -0.63 -2.17 -3.57
H -1.92 -2.66 -2.44
H -1.07 0.19 -3.12
H -2.69 -0.55 -3.30
H -4.06 -0.08 -1.61
H -5.50 0.83 0.19
H -6.09 0.87 2.60
H -4.47 -0.01 4.25
H -2.28 -0.90 3.52
C 3.62 2.28 -2.26
C 2.80 1.52 -1.23
C 3.12 2.00 0.19
O 3.13 0.15 -1.38
C 1.30 1.78 -1.47
O 0.90 2.92 -1.64
O 0.50 0.74 -1.49
H 4.68 2.12 -2.06
H 3.39 3.34 -2.24
H 3.41 1.90 -3.26
H 4.19 1.90 0.37
H 2.58 1.40 0.92
H 2.84 3.05 0.31
H 2.65 -0.32 -0.68
C -1.63 2.91 0.18
C -0.58 2.43 1.12
C -0.05 3.39 2.14
O -0.14 1.29 1.10
H -1.80 3.98 0.27
H -2.56 2.39 0.42
H -1.33 2.67 -0.84
H -0.88 3.81 2.71
H 0.42 4.22 1.61
H 0.66 2.91 2.80

Properties
maximum force: 0.30 eV/Å
2S+1: 2
total energy: -67978.281 eV
ΔE to the lowest compared entry with this formula, charge and spin: 0.0 kcal per mole
<S²>: 0.76
HOMO level (alpha / beta): -8.03 / -8.03 eV
HOMO-LUMO gap (alpha / beta): 8.036 / 7.887 eV

Record 6
Computed, not measured: a molecular structure, C23H27FeN2O2, with ωB97M-V/def2-TZVPD.

Cartesian coordinates (Å):
C -0.96 -2.15 -1.55
C 0.13 -1.95 -0.59
C 0.94 -0.78 -0.52
Fe 2.12 -0.86 -2.21
C 2.08 0.98 -2.21
O 1.74 2.10 -2.21
C 0.85 -0.48 -3.54
O 0.03 -0.05 -4.26
C 3.96 -1.25 -1.48
C 3.96 -0.74 -2.83
C 3.19 -1.65 -3.65
C 2.74 -2.73 -2.80
C 3.19 -2.47 -1.47
H -1.84 -2.65 -1.10
H -1.28 -1.22 -2.04
H -0.62 -2.81 -2.36
H 0.52 -2.87 -0.15
H 0.46 0.21 -0.43
H 1.74 -0.83 0.25
H 4.48 -0.83 -0.63
H 4.49 0.14 -3.18
H 3.07 -1.61 -4.73
H 2.22 -3.63 -3.12
H 3.06 -3.13 -0.63
C -0.84 2.84 0.07
C -0.51 2.22 1.27
C -1.17 1.06 1.82
N -2.13 0.40 1.03
C -2.07 0.25 -0.32
N -3.28 -0.15 -0.74
C -3.74 -0.18 -2.11
C -4.08 -0.40 0.36
C -3.39 -0.07 1.46
C -0.82 0.54 3.07
C -1.42 -0.73 3.61
C 0.18 1.17 3.82
C 0.85 2.30 3.32
C 1.91 2.94 4.17
C 0.55 2.77 2.06
H -0.11 3.54 -0.34
H -1.39 0.79 -0.97
H -1.82 2.78 -0.39
H -2.98 0.27 -2.76
H -3.95 -1.21 -2.43
H -4.67 0.40 -2.17
H -5.11 -0.69 0.23
H -3.70 -0.04 2.49
H -0.79 -1.11 4.42
H -2.43 -0.59 4.04
H -1.48 -1.52 2.84
H 0.45 0.78 4.79
H 2.24 3.88 3.74
H 1.56 3.12 5.18
H 2.78 2.28 4.25
H 1.09 3.63 1.65

Properties
maximum force: 5.89 eV/Å
2S+1: 5
total energy: -65739.434 eV
<S²>: 6.16
HOMO level (alpha / beta): -8.65 / -11.17 eV
charge: +1
HOMO-LUMO gap (alpha / beta): 5.910 / 7.292 eV

Record 7
Computed, not measured: a molecular structure, C23H27N3O3, with ωB97M-V/def2-TZVPD.

Cartesian coordinates (Å):
C 0.98 0.02 2.73
H 0.43 -0.76 3.05
O 0.62 0.35 1.32
C 1.06 1.26 0.60
C 2.16 1.80 0.87
C 2.59 2.92 0.30
C 1.93 3.23 -0.76
C 0.85 2.71 -1.44
C 0.29 1.68 -0.65
C -0.85 0.90 -1.06
N -1.87 0.77 0.04
C -2.34 1.75 0.76
C -3.22 2.39 0.05
N -4.31 1.85 -0.28
C -4.28 0.42 -0.69
O -5.33 -0.20 -0.79
C -2.88 -0.43 -0.35
C -3.13 -1.52 0.64
C -2.03 -2.49 0.14
O -2.55 -3.65 0.00
N -0.88 -2.26 0.19
H -0.70 -1.20 0.65
C 0.20 -3.00 -0.18
H -0.30 -4.06 -0.13
C 0.71 -2.43 -1.84
C 1.94 -1.69 -1.24
C 2.48 -0.91 -1.97
C 3.60 0.11 -1.46
C 3.94 -0.41 -0.05
C 3.43 -1.40 0.66
C 2.31 -1.90 0.01
C 1.42 -3.11 0.55
H 1.22 -2.84 1.73
H 1.95 -4.18 0.61
H 3.74 -1.69 1.58
H 4.92 0.35 0.28
H 4.07 0.73 -2.16
H 2.12 -0.46 -2.70
H -0.09 -2.06 -2.14
H 0.96 -3.31 -2.11
H -2.84 -1.21 1.74
H -4.25 -1.77 0.71
H -2.80 -0.72 -1.37
H -5.28 2.06 -0.44
H -2.86 3.16 -0.74
H -3.47 3.26 0.85
H -2.63 1.12 1.79
H -1.23 2.09 1.22
H -0.55 0.11 -1.64
H -1.50 1.64 -1.77
H 0.40 3.02 -2.28
H 2.44 4.20 -1.60
H 3.73 3.58 0.47
H 2.71 1.63 2.04
H 0.98 0.84 3.39
H 2.00 -0.25 2.85

Properties
maximum force: 17.43 eV/Å
total energy: -34880.934 eV
ΔE to the lowest compared entry with this formula, charge and spin: 552.6 kcal per mole
HOMO level: -7.92 eV
HOMO-LUMO gap: 8.215 eV